21
Properties=species:S:1:pos:R:3:forces:R:3 method="wB97M-V/def2-TZVPD" e_above_lowest_kj_mol=189.0 e_homo_ev=-11.33 smiles="N/C=C/C[C@@H]([NH3+])CO" e_lumo_ev=-3.2 charge=+1 homo_lumo_gap_ha=0.2979
C 0.6903 -1.9593 -0.2475 1.12 0.44 -0.44
O 0.8432 -2.6164 -1.4980 -0.74 -0.11 0.03
C 0.4580 -0.4726 -0.4735 -0.87 0.19 -0.17
C 0.7886 0.4313 0.7243 0.10 0.20 -0.11
C -0.4302 1.0074 1.4079 0.59 -0.44 -0.02
C -1.4104 1.6802 0.7949 -0.71 0.01 0.37
N -2.6263 1.9302 1.3626 0.03 0.08 0.18
N 1.2870 -0.0648 -1.7013 0.01 -0.94 1.26
H 0.0068 -2.4085 0.4662 -0.34 0.03 -0.19
H 1.6733 -2.0121 0.1803 0.64 -0.28 0.61
H 0.0387 -3.0959 -1.7248 0.05 -0.08 -0.04
H -0.5788 -0.3232 -0.7642 -0.04 0.24 -0.18
H 1.4829 1.2340 0.4336 0.00 -0.06 -0.21
H 1.3707 -0.1749 1.4196 -0.07 0.12 0.22
H -0.4743 0.8002 2.4693 -0.38 -0.06 -0.01
H -1.3684 2.0862 -0.2110 0.34 -0.29 -0.17
H -2.8825 1.5156 2.2400 0.08 0.04 0.05
H -3.3224 2.4881 0.9131 0.03 0.15 -0.12
H 0.8502 -0.4371 -2.5422 0.00 0.43 -0.21
H 2.1852 -0.5487 -1.6247 0.17 0.26 -0.14
H 1.4184 0.9404 -1.6246 0.00 0.09 -0.70



74
Properties=species:S:1:pos:R:3:forces:R:3 method="wB97M-V/def2-TZVPD" e_above_lowest_kj_mol=141.8 spin_multiplicity=2 e_homo_ev="-11.30 / -11.13" s_squared=0.76 e_lumo_ev="-3.6 / -6.1" charge=+1 homo_lumo_gap_ha="0.2815 / 0.1846"
Ir 0.6265 -0.0100 -0.3248 -0.24 -0.08 0.00
O -2.3211 0.5012 -0.7164 -0.07 -0.18 0.06
N -1.3318 0.5884 0.2393 0.23 -0.09 -0.03
C -1.7046 1.2928 1.2350 -0.03 0.11 -0.12
C -0.9820 1.6091 2.4601 0.01 0.05 0.00
C -1.5843 2.5882 3.2498 0.01 -0.02 -0.04
C -1.0098 2.9996 4.4395 0.04 0.00 0.03
C 0.1724 2.4181 4.8634 -0.05 0.03 0.00
C 0.7758 1.4317 4.0950 0.00 0.02 -0.04
C 0.2152 1.0234 2.8921 0.02 -0.01 0.01
P 1.0280 -0.3193 1.9844 0.01 0.10 -0.05
C 2.7665 -0.1451 2.4652 -0.06 -0.01 0.04
C 3.4933 -0.9697 3.3204 0.01 0.02 -0.04
C 4.8048 -0.6481 3.6467 -0.02 -0.02 0.01
C 5.3916 0.5020 3.1469 0.01 0.01 0.01
C 4.6544 1.3565 2.3378 0.01 0.01 -0.01
C 3.3525 1.0353 2.0043 0.06 -0.02 -0.04
C 0.2046 -1.8111 2.6448 -0.01 0.05 0.00
C 0.8314 -2.9791 3.0813 0.03 0.01 -0.17
C 0.0851 -4.0451 3.5609 -0.02 0.00 0.01
C -1.2978 -3.9691 3.6043 0.01 -0.01 0.01
C -1.9344 -2.8179 3.1657 0.01 0.02 0.01
C -1.1905 -1.7477 2.6980 -0.04 -0.02 0.00
H -1.8264 0.4038 -1.5557 0.02 0.10 0.00
H -2.6955 1.7260 1.1356 -0.02 -0.02 0.02
H -2.5066 3.0435 2.9123 -0.01 0.00 0.01
H -1.4838 3.7714 5.0296 0.00 0.00 0.00
H 0.6314 2.7282 5.7922 0.00 0.00 0.00
H 1.7025 0.9909 4.4371 -0.01 -0.01 0.00
H 3.0567 -1.8404 3.7747 -0.05 -0.08 0.02
H 5.3616 -1.2991 4.3071 -0.01 0.00 0.00
H 6.4135 0.7453 3.4048 0.00 0.00 0.00
H 5.0902 2.2769 1.9718 -0.01 -0.01 0.00
H 2.7722 1.7307 1.4191 -0.07 0.09 -0.15
H 1.9008 -3.0956 3.0288 0.08 0.01 -0.03
H 0.5926 -4.9379 3.9010 0.00 0.00 0.00
H -1.8768 -4.8015 3.9808 0.00 0.00 -0.01
H -3.0132 -2.7459 3.1948 0.00 0.00 0.00
H -1.7136 -0.8570 2.3803 0.02 -0.11 0.05
O 3.6974 0.1108 -2.6307 0.06 0.01 0.00
C 3.0502 0.5795 -1.7399 -0.09 0.02 0.06
O 2.4873 -0.2337 -0.8091 0.04 -0.01 -0.12
C 2.9117 2.0451 -1.5020 -0.05 -0.11 0.07
C 3.9202 2.8590 -2.0073 0.01 0.11 -0.03
C 3.9100 4.2107 -1.7464 -0.01 -0.02 -0.13
C 2.9229 4.8015 -0.9716 -0.04 0.00 0.00
C 1.9461 3.9853 -0.4674 -0.03 0.01 -0.02
C 1.8691 2.6076 -0.7423 0.03 -0.07 -0.06
O 0.8115 1.9702 -0.2888 0.17 -0.07 0.51
N 0.9368 4.5515 0.4392 0.07 0.02 0.05
O 0.2390 5.4465 0.0243 -0.01 0.01 -0.01
O 0.9017 4.0843 1.5628 -0.03 -0.01 -0.02
N 4.9917 5.0572 -2.2786 0.25 -0.04 0.32
O 4.9511 6.2399 -2.0095 -0.10 -0.02 -0.11
O 5.8752 4.5066 -2.8997 -0.13 0.03 -0.09
H 4.7117 2.4249 -2.6019 -0.01 -0.02 0.00
H 2.9402 5.8632 -0.7690 -0.01 0.00 0.01
Br -1.4469 0.3235 -4.9543 0.01 -0.02 0.02
C -0.8208 -1.1990 -4.0631 -0.03 -0.03 -0.04
C -0.8580 -2.4550 -4.6980 -0.01 0.03 -0.03
C -0.3762 -3.5678 -4.0712 0.01 -0.06 0.00
Br -0.4154 -5.2192 -4.9751 0.00 0.02 0.01
C 0.1579 -3.4912 -2.7565 0.00 0.01 0.01
C 0.7507 -4.5573 -2.0527 -0.01 0.01 -0.04
C 1.3038 -4.3224 -0.8251 0.01 0.01 0.05
C 1.2107 -3.0480 -0.2563 -0.08 -0.09 0.06
N 0.5890 -2.0479 -0.8424 -0.09 0.23 -0.03
C 0.1344 -2.2359 -2.1240 0.01 -0.03 -0.02
C -0.3090 -1.0794 -2.7943 0.08 0.03 0.07
O -0.2062 0.0861 -2.1487 0.10 0.05 -0.19
H -1.2573 -2.5231 -5.7000 0.00 0.00 0.00
H 0.7938 -5.5381 -2.5060 0.00 0.00 0.00
H 1.8150 -5.1009 -0.2780 0.00 0.00 -0.01
H 1.6657 -2.8517 0.6957 0.02 0.04 0.18



46
Properties=species:S:1:pos:R:3:forces:R:3 method="wB97M-V/def2-TZVPD" e_above_lowest_kj_mol=0.0 e_homo_ev=-7.98 smiles="COc1ccccc1OCC(=O)Nc1ccc(-c2nnc(-c3ccco3)o2)cc1" e_lumo_ev=0.1 homo_lumo_gap_ha=0.2988
C -5.2118 -3.1023 1.4441 -0.05 -0.25 0.02
H -5.3028 -3.2244 2.5222 -0.01 -0.04 -0.09
O -4.8373 -1.7617 1.2455 0.09 0.40 -0.24
C -4.6877 -1.3155 -0.0343 0.04 0.11 0.18
C -4.8106 -2.0919 -1.1741 -0.03 -0.06 0.26
C -4.6164 -1.5322 -2.4297 0.04 0.12 -0.13
C -4.2921 -0.1989 -2.5532 -0.03 -0.13 -0.12
C -4.1670 0.5952 -1.4207 -0.02 0.08 0.25
C -4.3721 0.0530 -0.1658 -0.07 -0.15 0.09
O -4.2783 0.7455 1.0186 -0.04 -0.30 -0.04
C -4.0691 2.1339 0.9570 -0.07 0.38 -0.05
H -4.7928 2.6348 0.3038 0.17 -0.06 0.02
H -4.2221 2.4962 1.9793 0.02 0.00 -0.16
C -2.6486 2.5282 0.5252 -0.34 -0.31 0.13
O -2.4068 3.6027 0.0266 -0.01 0.22 -0.07
N -1.7526 1.5465 0.8013 -0.13 -0.42 0.28
C -0.3842 1.5012 0.5507 0.44 0.07 -0.11
C 0.2971 0.3286 0.8817 -0.13 0.11 -0.02
C 1.6524 0.2234 0.6612 0.11 0.21 -0.10
C 2.3533 1.2929 0.1030 -0.49 -0.21 0.18
C 1.6713 2.4648 -0.2290 0.20 -0.35 0.10
C 0.3153 2.5712 -0.0081 -0.15 0.11 -0.02
H -0.2128 3.4745 -0.2632 0.00 0.02 0.00
H 2.2280 3.2814 -0.6594 0.02 0.12 -0.05
C 3.7715 1.2016 -0.1347 0.75 0.57 -0.37
N 4.5426 2.1177 -0.6457 -1.69 0.20 0.25
N 5.7837 1.6235 -0.6905 1.51 -1.05 0.12
C 5.7345 0.4171 -0.2044 -0.06 1.07 -0.41
C 6.8046 -0.5187 -0.0419 -0.32 -1.31 0.58
C 6.7876 -1.7964 0.4688 -0.21 0.88 -0.31
C 8.1162 -2.2587 0.3922 0.52 0.36 -0.24
C 8.8361 -1.2359 -0.1545 0.13 -0.95 0.35
O 8.0538 -0.1852 -0.4187 -0.23 0.60 -0.19
H 9.8770 -1.1449 -0.3943 0.10 0.13 -0.07
H 8.4847 -3.2154 0.6999 0.15 -0.17 0.04
H 5.9328 -2.3203 0.8441 -0.21 -0.05 0.06
O 4.4758 0.0805 0.1720 0.05 -0.04 0.01
H 2.1774 -0.6842 0.9182 0.01 -0.08 0.03
H -0.2467 -0.5001 1.3130 -0.05 -0.09 0.04
H -2.1470 0.7107 1.2211 0.00 0.22 -0.13
H -3.9037 1.6348 -1.5348 0.01 0.13 0.01
H -4.1317 0.2386 -3.5259 0.02 0.04 -0.09
H -4.7176 -2.1530 -3.3065 0.00 -0.05 -0.08
H -5.0583 -3.1384 -1.0976 -0.02 -0.09 0.07
H -6.1740 -3.3262 0.9725 0.04 0.01 0.00
H -4.4520 -3.7942 1.0649 -0.04 0.03 0.00



124
Properties=species:S:1:pos:R:3:forces:R:3 method="wB97M-V/def2-TZVPD" e_homo_ev=-7.56 smiles="CCOC(=O)C(F)(F)F.CCOS(C)(=O)=O.CCOS(C)(=O)=O.CCOS(C)(=O)=O.CCOS(C)(=O)=O.c1cc[nH]c1.c1cc[nH]c1.c1cc[nH]c1.c1cc[nH]c1.c1cc[nH]c1" e_lumo_ev=0.2 homo_lumo_gap_ha=0.2856
O -0.4890 -4.1331 -1.0248 0.95 0.70 -1.35
S -0.0994 -3.6817 -2.3462 1.67 0.89 -1.01
O -1.0877 -3.1095 -3.2304 0.32 -0.26 0.61
O 1.1962 -2.6409 -2.2632 -0.97 -1.24 0.75
C 1.4013 -1.5836 -3.2431 -0.73 1.09 0.04
C 2.8829 -1.3095 -3.5425 0.15 -0.60 0.19
C 0.8015 -4.9694 -3.2536 -0.55 -0.09 0.71
H 0.9115 -0.7205 -2.7923 0.37 0.27 0.07
H 0.7612 -1.7729 -4.1048 0.48 -0.36 -0.31
H 3.4881 -1.1787 -2.6454 -0.27 -0.35 0.35
H 3.1131 -0.3917 -4.0837 -0.86 0.12 -0.21
H 3.3339 -2.1025 -4.1390 -0.05 -0.21 0.08
H 0.3041 -5.8934 -2.9590 0.24 -0.15 -0.22
H 1.8446 -4.9341 -2.9393 -0.23 -0.13 0.18
H 0.7473 -4.8125 -4.3309 -0.26 0.22 0.20
O -1.5182 2.0382 4.2428 -0.87 0.12 1.84
S -2.1375 1.6188 5.4965 -0.67 -2.06 -0.56
O -3.5844 1.6571 5.7361 2.77 0.01 -0.66
O -1.7268 0.0129 5.6435 -2.25 2.21 0.95
C -0.4594 -0.4581 5.3392 1.70 -1.33 0.49
C -0.1608 -1.6425 6.3152 -0.46 -0.31 -0.45
C -1.3859 2.3308 6.9888 -0.59 0.31 -0.46
H 0.3557 0.2502 5.4876 -0.18 0.58 0.02
H -0.4699 -0.7108 4.2790 0.31 -0.47 0.02
H -0.2016 -1.3783 7.3719 0.04 0.62 -0.09
H 0.7931 -2.1429 6.1484 0.07 0.40 -0.25
H -0.8930 -2.4452 6.2269 -0.21 0.10 -0.34
H -2.1521 3.0560 7.2627 0.24 0.22 0.06
H -0.4279 2.8205 6.8140 -0.10 -0.25 -0.14
H -1.3620 1.5906 7.7886 0.12 -0.15 -0.35
O 3.4113 4.4765 0.2115 0.17 0.51 0.68
S 3.7683 5.0258 1.4940 -0.32 -0.33 1.91
O 3.8561 6.4607 1.7317 -0.52 -2.22 -0.18
O 2.7169 4.3151 2.6746 2.40 3.19 -0.99
C 2.1660 3.0967 2.3240 -1.10 -1.31 -1.06
C 1.6573 2.4337 3.5936 0.05 0.11 -0.34
C 5.3122 4.2470 2.0946 -0.85 0.49 -0.72
H 2.8331 2.5340 1.6709 0.30 -0.50 0.43
H 1.3158 3.2995 1.6727 -0.31 -0.13 -0.02
H 1.1760 1.4760 3.3955 -0.02 0.06 -0.21
H 0.8937 3.1155 3.9682 0.05 -0.20 0.41
H 2.4410 2.2576 4.3304 0.07 0.20 0.01
H 6.1044 4.8452 1.6444 0.07 -0.14 0.13
H 5.3074 3.2321 1.6969 0.06 0.03 0.13
H 5.3256 4.2750 3.1841 -0.03 0.11 -0.22
O -1.0357 -3.9376 3.9121 1.80 0.06 -0.73
S 0.1554 -3.6081 3.1524 0.61 0.60 0.25
O 0.0902 -2.4402 2.2719 0.39 -1.46 1.04
O 1.4031 -3.4789 4.2168 -0.14 1.54 -0.93
C 2.7108 -2.9443 3.6779 -0.02 -0.68 0.31
C 3.0678 -1.5014 4.0061 -1.12 0.14 1.31
C 0.8589 -5.0656 2.2978 -1.33 0.57 -0.04
H 2.7900 -3.1706 2.6146 -0.26 0.10 -0.05
H 3.4180 -3.5922 4.1958 0.02 -0.05 -0.08
H 2.9778 -1.3689 5.0842 -0.10 -0.20 0.30
H 2.3725 -0.7587 3.6147 0.24 -0.13 -0.56
H 4.1100 -1.2335 3.8327 -0.16 -0.28 -0.63
H 1.5805 -5.5633 2.9456 -0.26 0.16 -0.04
H 1.2754 -4.7728 1.3340 -0.09 0.06 0.13
H -0.0536 -5.6469 2.1650 0.30 -0.41 -0.28
N -5.3570 -2.5046 3.5037 1.33 0.10 -0.84
C -5.4971 -2.0983 2.1842 -1.03 0.51 0.11
C -4.4677 -1.2624 1.8337 0.36 -0.75 0.52
C -3.5316 -1.3122 2.9185 -0.87 -0.05 0.31
C -4.1118 -2.0764 3.9123 0.40 0.46 0.05
H -5.9706 -3.0867 4.0557 0.17 0.11 -0.43
H -6.3651 -2.3523 1.5940 -0.06 0.03 0.22
H -4.4009 -0.6969 0.9161 0.08 -0.24 -0.04
H -2.5971 -0.7779 3.0062 -0.03 -0.07 0.01
H -3.6922 -2.3100 4.8796 -0.25 -0.04 -0.01
N 2.4756 0.1468 -0.2069 1.43 -2.16 1.14
C 2.6476 -1.0121 0.6095 0.21 1.70 -0.33
C 4.0035 -1.1167 0.9136 -1.62 -0.35 -0.32
C 4.6564 -0.1028 0.2130 0.66 1.01 -0.39
C 3.7242 0.6633 -0.4580 -0.35 -0.38 -0.11
H 1.5932 0.5361 -0.5067 -0.08 -0.08 -0.03
H 1.7992 -1.5645 0.9858 -0.03 0.13 -0.15
H 4.4623 -1.8397 1.5718 -0.07 -0.03 -0.19
H 5.7220 0.0723 0.2298 -0.03 0.05 -0.17
H 3.8531 1.4379 -1.1995 0.02 0.18 0.31
N -5.1950 -2.4159 -2.4385 -2.23 -0.31 1.37
C -6.1549 -1.5859 -1.8827 -1.31 0.58 -0.66
C -5.6336 -0.3108 -1.6746 0.29 -2.01 -0.28
C -4.2853 -0.5053 -2.0037 2.09 1.37 0.51
C -4.0201 -1.7915 -2.3672 1.04 0.27 -1.16
H -5.4007 -3.3271 -2.8224 0.24 0.18 0.38
H -7.1711 -1.9290 -1.7564 0.04 -0.07 -0.14
H -6.0387 0.6154 -1.2947 -0.34 -0.38 0.00
H -3.4997 0.2283 -1.8988 -0.11 0.08 0.01
H -3.1214 -2.3105 -2.6661 0.01 0.35 -0.04
N -1.4286 0.6956 -7.8589 1.23 -1.43 1.62
C -0.5853 -0.3962 -8.0495 0.26 -0.37 1.95
C -0.1705 -0.8554 -6.7447 -0.64 0.38 -2.31
C -0.7775 -0.0569 -5.7462 -0.91 0.60 -2.67
C -1.5194 0.8697 -6.5024 -0.48 0.55 1.57
H -1.8479 1.3076 -8.5443 0.18 -0.36 0.14
H -0.4702 -0.8290 -9.0323 0.31 0.10 0.16
H 0.4582 -1.7104 -6.5445 -0.01 -0.03 -0.29
H -0.8024 -0.2866 -4.6912 0.01 0.52 -0.06
H -2.1589 1.6472 -6.1114 0.01 0.06 -0.07
N -1.1084 -0.3262 0.2095 0.48 0.00 0.89
C -0.5883 0.8176 0.6789 0.48 1.56 1.94
C -0.3410 1.7233 -0.3367 -0.75 -1.59 -0.11
C -0.7386 1.0153 -1.5202 0.52 -0.70 0.02
C -1.1390 -0.2680 -1.1116 -0.30 0.38 -1.82
H -1.4360 -1.1410 0.7083 0.31 0.20 0.40
H -0.3758 0.9470 1.7299 -0.28 -0.02 0.05
H 0.0675 2.7165 -0.2220 -0.07 -0.10 -0.12
H -0.5825 1.3823 -2.5239 -0.27 -0.20 -0.11
H -1.4578 -1.2142 -1.5232 -0.08 0.56 -1.05
C -1.4635 5.2160 -5.9730 0.48 -1.37 0.12
C -1.3336 4.4192 -4.6770 -0.63 1.48 0.72
O -0.1131 3.7142 -4.5672 1.38 -1.21 0.10
C 1.0085 4.1587 -3.9795 -1.47 2.84 0.37
O 1.2329 5.2844 -3.5557 -0.64 -2.26 -0.86
C 2.0919 3.0993 -3.9261 1.14 -0.32 0.09
F 1.6705 1.8265 -4.0850 0.32 0.96 0.34
F 2.9760 3.3780 -4.9150 -0.35 -0.37 0.34
F 2.7530 3.2352 -2.7509 -0.54 -0.59 -0.79
H -0.5613 5.8092 -6.1220 -0.43 0.59 0.19
H -2.4279 5.7238 -5.9612 0.36 0.41 -0.10
H -1.4552 4.5146 -6.8074 -0.20 -0.08 -0.12
H -2.1507 3.7142 -4.5242 0.27 -0.38 -0.38
H -1.4357 5.0879 -3.8224 0.29 0.24 0.05



14
Properties=species:S:1:pos:R:3:forces:R:3 method="wB97M-V/def2-TZVPD" e_above_lowest_kj_mol=670.5 e_homo_ev=-7.66 e_lumo_ev=0.9 homo_lumo_gap_ha=0.3133
C -0.5001 0.4213 1.2403 -0.05 0.08 0.06
C -0.4390 -0.7802 0.3202 -0.39 0.01 -0.43
C 0.7817 -0.9565 -1.3914 0.34 -0.20 0.15
C -0.5415 0.7098 -0.9772 -0.24 0.04 0.16
C 0.4646 0.9267 0.1589 0.14 0.23 0.03
C 1.0269 -0.5462 0.0082 0.13 -0.07 -0.16
H -0.0486 0.2272 2.2229 -0.05 -0.05 -0.22
H -1.4561 0.9542 1.3455 0.23 -0.11 -0.07
H -0.9586 -1.7450 0.3791 0.18 0.42 -0.13
H 0.6165 -2.0587 -1.4150 0.02 0.20 0.14
H -0.2571 0.9434 -2.0086 -0.13 -0.42 0.51
H -1.5637 1.0478 -0.7776 0.17 -0.02 0.11
H 1.0713 1.8340 0.2449 -0.13 -0.20 -0.07
H 1.8037 -0.9779 0.6498 -0.23 0.07 -0.10



17
Properties=species:S:1:pos:R:3:forces:R:3 method="wB97M-V/def2-TZVPD" e_above_lowest_kj_mol=311.8 e_homo_ev=-8.95 e_lumo_ev=1.2 homo_lumo_gap_ha=0.3747
C 0.5842 2.1323 0.2314 -0.03 0.18 0.08
C 1.3006 0.8862 -0.2140 0.15 -0.13 -0.03
C -0.1600 1.0523 -0.4987 -0.11 -0.04 -0.08
C -1.1725 0.2243 0.2435 -0.07 0.27 -0.19
C -1.2602 -1.2600 -0.0312 0.04 -0.07 0.09
C -0.8389 -1.4337 1.2215 -0.05 -0.20 -0.03
O -0.7164 -0.1113 1.6008 0.04 -0.01 0.09
H 0.3855 2.2345 1.2947 0.04 -0.04 -0.17
H 0.7825 3.0648 -0.2896 -0.03 -0.17 0.07
H 1.9937 0.9568 -1.0469 -0.12 0.00 0.12
H 1.5786 0.1712 0.5549 -0.05 0.12 -0.12
H -0.4465 1.2549 -1.5295 0.05 -0.02 0.17
H -2.1356 0.7409 0.3229 0.10 -0.08 -0.03
H -1.5411 -1.8772 -0.8707 0.05 0.09 0.16
H 0.9651 -2.6871 -1.2010 0.03 -0.02 -0.04
H 1.2932 -3.1184 -1.7103 -0.01 0.01 0.02
H -0.6122 -2.2307 1.9221 -0.04 0.11 -0.13